C2H5O3PS as an isolated structure at a distorted geometry, computed with ωB97M-V/def2-TZVPD.

Cartesian coordinates (Å):
C -0.6994 -0.0124 -1.5258
C -0.3899 0.7898 -0.2244
O 0.2275 -0.1121 2.7513
O 0.5184 -2.2544 1.3531
O 1.8722 -0.1218 0.6827
P 0.7435 -0.8455 1.6150
S 1.3613 1.3523 -0.0141
H -0.0016 -0.8692 -1.5949
H -1.6720 -0.2519 -1.3848
H -0.6199 0.6831 -2.4046
H -0.3946 -0.0630 0.5157
H -0.9453 1.7051 0.2308

Atoms 1-3, force components in eV/Å:
C 2.9 3.0 -0.1
C 1.2 0.5 0.5
O 0.1 0.8 0.3

Properties
Lowest unoccupied orbital energy, eV: -0.370
Max |F|, Eh/bohr: 0.08119
Gap between HOMO and LUMO, eV: 9.413
HOMO energy, eV: -9.78
Spin multiplicity: 1
Total charge: 0

=====

A 3-piece molecular cluster, C4H15N2O2 overall at a distorted geometry, computed with ωB97M-V/def2-TZVPD.

Cartesian coordinates (Å):
C -0.8511 2.2771 -0.2837
C 0.6323 1.8728 -0.4615
C 0.4981 0.3459 -0.4600
C -0.0007 -0.2405 -1.5678
N -0.7590 -1.5091 -1.6620
N 0.6689 -0.3384 0.6915
H -1.4196 1.8548 0.5478
H -1.3941 1.8646 -1.1376
H -1.0215 3.3580 -0.2263
H 1.3021 2.3455 0.2498
H 1.0883 2.2591 -1.3773
H -0.1027 0.2715 -2.5113
H -0.7026 -1.9469 -2.5795
H -0.5000 -2.3236 -1.0828
H -1.7189 -1.3779 -1.3358
H 0.9246 -1.3132 0.7602
H 0.7400 0.1006 1.5945
H -1.0162 -4.6874 0.9738
H -0.1251 -5.5091 0.0647
O -0.3858 -4.5832 0.2653
H 0.6486 2.6459 3.4062
H 2.1663 2.5436 3.0805
O 1.3281 2.0900 3.0513

Atoms 1-3, force components in eV/Å:
C -0.5 0.8 -0.6
C -0.7 -0.4 0.1
C 0.3 -0.2 0.0

Properties
Lowest unoccupied orbital energy, eV: -3.136
Max |F|, Eh/bohr: 0.03790
Gap between HOMO and LUMO, eV: 9.238
HOMO energy, eV: -12.37
Spin multiplicity: 1
Total charge: +1

=====

A 6-piece molecular cluster, CH14NO6 overall at a distorted geometry, computed with ωB97M-V/def2-TZVPD.

Cartesian coordinates (Å):
N -2.2064 1.4290 -0.1170
C -1.5197 0.4335 -0.9309
O -0.9017 -0.4713 -0.1602
H -3.1600 1.1306 0.0782
H -1.7207 1.5915 0.7611
H -0.8754 0.9171 -1.6754
H -2.3602 -0.0188 -1.4895
H 1.5913 1.8334 0.5758
H 1.4097 0.6522 -0.3407
O 1.4670 1.6208 -0.3558
H -3.2233 -0.7218 1.8284
H -2.2794 -1.0819 0.6852
O -2.9937 -1.4174 1.2054
H 0.7072 -0.9047 2.4667
H -0.1135 -0.1414 1.4365
O 0.3794 -0.0253 2.2564
H 3.8858 0.6776 -1.2212
H 3.2292 -0.6952 -0.7771
O 4.0490 -0.2267 -0.9501
H 0.3121 -0.8609 -0.7357
H 1.0769 -1.9120 -1.6244
O 1.2060 -1.0473 -1.2220

Atoms 1-3, force components in eV/Å:
N 0.1 -0.7 0.4
C -0.7 0.7 -0.8
O -1.2 0.6 0.3

Properties
Lowest unoccupied orbital energy (alpha / beta), eV: 0.270 / -4.354
Max |F|, Eh/bohr: 0.04013
Expectation value of S²: 0.76
Gap between HOMO and LUMO (alpha / beta), eV: 10.782 / 6.156
HOMO energy (alpha / beta), eV: -10.51 / -10.51
Spin multiplicity: 2
Total charge: 0

=====

A 7-piece molecular cluster, C30H57FI2N4O20P overall at a distorted geometry, computed with ωB97M-V/def2-TZVPD.

Cartesian coordinates (Å):
C -3.5524 -3.8976 0.6056
C -3.3109 -2.6080 1.5893
C -1.7349 -2.0875 1.6354
F -1.2686 -2.3838 3.0389
N -1.5815 -0.5993 1.4485
C -1.0661 -0.0972 0.2814
N -0.9925 1.4431 0.2059
C 0.5282 1.7021 0.2723
C 0.6668 3.3555 0.0583
C 1.3701 0.9589 -0.9212
P 3.2744 0.9275 -0.5093
O 3.4085 0.5496 1.2179
I 4.3324 3.1049 -0.9250
C 0.8028 -0.5116 -1.3704
C 0.7463 -0.4754 -3.0425
C 0.2166 -1.9194 -3.6111
C -1.3711 -1.7289 -4.0803
I -1.4807 -0.8673 -6.1007
N 1.8609 -1.5371 -1.0315
C 1.6796 -2.0984 0.2070
O 1.7073 -2.4236 1.5238
N -0.5934 -0.8389 -0.9266
H -3.7874 -3.5684 -0.5099
H -2.7066 -4.7088 0.6419
H -4.5425 -4.4408 0.9851
H -3.6418 -2.8755 2.6980
H -3.9615 -1.7123 1.1868
H -1.0782 -2.7665 0.9557
H -1.9150 0.0407 2.2236
H -1.4358 1.8453 1.0827
H 0.9238 1.4565 1.3496
H -0.4040 3.8427 -0.1313
H 1.0949 3.8683 1.0300
H 1.3100 3.6318 -0.8820
H 1.2956 1.6786 -1.8714
H 4.1994 -0.0762 1.3692
H 1.8559 -0.3065 -3.4236
H 0.0434 0.4375 -3.3361
H 0.8509 -2.2775 -4.5536
H 0.2953 -2.7599 -2.7742
H -2.0016 -2.7042 -3.9260
H -1.8392 -0.9149 -3.3473
H -0.8347 -1.8357 -0.9845
C 4.1480 3.6191 2.7683
O 5.4215 4.2547 2.8606
C 5.3897 5.4899 3.4214
O 4.3942 6.0657 3.8319
O 6.6573 5.9735 3.4462
C 6.7773 7.2762 4.0143
H 4.2922 2.6390 2.3052
H 3.7181 3.4696 3.7639
H 3.4706 4.2022 2.1362
H 6.4525 7.2730 5.0598
H 6.2050 8.0056 3.4320
H 7.8321 7.5628 3.9828
C 0.1172 -2.9536 5.4859
O -0.2971 -2.0171 6.4787
C 0.7236 -1.3766 7.1024
O 1.9136 -1.5393 6.8825
O 0.1909 -0.5234 8.0134
C 1.1555 0.2244 8.7513
H -0.7793 -3.4060 5.0530
H 0.6691 -2.4495 4.6861
H 0.7220 -3.7487 5.9338
H 1.7489 0.8556 8.0820
H 1.8018 -0.4436 9.3297
H 0.6187 0.8728 9.4492
C -3.3072 -6.8306 -2.9832
O -4.6136 -7.3584 -3.2047
C -5.4721 -7.1765 -2.1698
O -5.2150 -6.6192 -1.1141
O -6.6664 -7.7219 -2.5129
C -7.6748 -7.6041 -1.5112
H -2.7058 -7.0322 -3.8739
H -3.3490 -5.7468 -2.8340
H -2.8321 -7.3224 -2.1283
H -7.8911 -6.5512 -1.3031
H -7.3742 -8.1268 -0.5974
H -8.5860 -8.0736 -1.8920
C -0.7433 -4.9787 -9.2045
O 0.5927 -5.4536 -9.0494
C 1.0210 -5.5050 -7.7629
O 0.3727 -5.1880 -6.7779
O 2.2958 -5.9702 -7.7622
C 2.8805 -6.0778 -6.4658
H -0.9803 -4.9793 -10.2721
H -1.4501 -5.6411 -8.6945
H -0.8340 -3.9532 -8.8323
H 2.3185 -6.7841 -5.8462
H 2.9346 -5.0962 -5.9840
H 3.8984 -6.4590 -6.5846
C -1.8574 2.8703 -5.6045
O -2.9004 3.8378 -5.5018
C -3.6283 3.9965 -6.6359
O -3.4595 3.3971 -7.6862
O -4.5767 4.9377 -6.3989
C -5.4240 5.2106 -7.5133
H -1.3415 2.8261 -4.6414
H -2.2700 1.8794 -5.8200
H -1.1324 3.1642 -6.3703
H -5.9791 4.3132 -7.8051
H -4.8415 5.5980 -8.3554
H -6.1432 5.9768 -7.2113
C 2.4208 5.1797 6.3224
O 2.0065 6.1162 7.3153
C 3.0272 6.7567 7.9390
O 4.2172 6.5940 7.7190
O 2.4945 7.6099 8.8499
C 3.4591 8.3577 9.5878
H 1.5243 4.7274 5.8895
H 2.9727 5.6838 5.5226
H 3.0256 4.3846 6.7703
H 4.0525 8.9889 8.9185
H 4.1054 7.6897 10.1662
H 2.9223 9.0061 10.2857

Atoms 1-3, force components in eV/Å:
C -1.1 -0.2 0.1
C 0.1 0.3 -0.2
C -1.3 -2.0 2.3

Properties
Lowest unoccupied orbital energy, eV: -4.201
Max |F|, Eh/bohr: 0.21643
Gap between HOMO and LUMO, eV: 7.153
HOMO energy, eV: -11.35
Spin multiplicity: 1
Total charge: +1

=====

C8H34AgB3N2O2 as an isolated structure at a distorted geometry, computed with ωB97M-V/def2-TZVPD.

Cartesian coordinates (Å):
Ag 24.3309 21.3197 14.2111
B 21.5669 19.0212 12.7153
H 22.2702 19.9752 12.9527
H 21.8687 18.1226 13.4651
H 20.3978 19.3146 12.8191
H 21.7964 18.5775 11.6147
B 25.0452 18.8549 13.7864
H 25.7179 17.8928 13.5261
H 25.7643 19.7887 13.8978
H 24.2758 19.0478 12.9123
H 24.5284 18.5679 14.8304
B 22.4095 22.6332 12.9100
H 23.0615 22.1909 12.0072
H 21.3197 22.7806 12.4386
H 22.3102 21.9111 13.8414
H 22.7888 23.7150 13.3137
C 24.0704 20.6783 18.7007
C 24.0378 20.0004 17.3353
C 22.6700 20.0090 16.6635
O 21.8879 18.9360 17.1485
C 20.7060 18.8263 16.3713
N 25.0795 20.5942 16.4542
H 23.2309 20.3399 19.3092
H 23.9893 21.7600 18.5516
H 25.0125 20.5019 19.2280
H 24.3993 18.9704 17.4323
H 22.9464 19.7600 15.6293
H 22.1855 20.9907 16.6857
H 20.8664 18.5090 15.3389
H 20.0742 19.7207 16.4497
H 20.0941 18.0763 16.8933
H 25.9238 20.7673 16.9819
H 25.1965 19.9032 15.6978
C 25.8501 24.1291 15.1532
C 26.5976 23.8054 13.8642
C 28.0276 24.3429 13.9001
O 28.6583 23.7692 15.0169
C 30.0526 23.8946 15.0293
N 26.5783 22.3499 13.6586
H 24.7807 24.1711 14.9372
H 26.1602 25.0961 15.5627
H 25.9895 23.4116 15.9616
H 25.9859 24.1110 13.0125
H 28.0387 25.4417 13.9697
H 28.5349 24.0869 12.9572
H 30.3625 24.9470 14.9672
H 30.4531 23.3683 14.1530
H 30.4454 23.4616 15.9460
H 27.1256 22.0804 12.8456
H 27.0607 21.8332 14.3896

Atoms 1-3, force components in eV/Å:
Ag -1.1 0.4 -1.2
B 0.2 0.0 0.1
H -0.2 -0.1 -0.1

Properties
Lowest unoccupied orbital energy, eV: 4.042
Max |F|, Eh/bohr: 0.03925
Gap between HOMO and LUMO, eV: 4.994
HOMO energy, eV: -0.95
Spin multiplicity: 1
Total charge: -2

=====

C27H19MnN4O5PSbSe4 as an isolated structure at a distorted geometry, computed with ωB97M-V/def2-TZVPD.

Cartesian coordinates (Å):
Mn -0.0484 1.1330 -0.5455
O -4.0738 1.4678 -1.3180
C -2.8308 1.2563 -0.8310
O -1.8445 1.8282 -1.3643
C -2.6566 0.4074 0.2841
C -3.6029 -0.3049 1.0514
C -3.1739 -1.0693 2.1009
C -1.7829 -1.1436 2.4114
C -0.9170 -0.4284 1.6404
N -1.3250 0.3319 0.6039
C 0.5680 -0.3621 1.7790
O 1.1026 -1.1092 2.6727
O 1.1917 0.3861 0.9987
H -3.9633 2.0895 -2.0510
H -4.6526 -0.2354 0.7990
H -3.8867 -1.6188 2.7002
H -1.4091 -1.7391 3.2318
Se 2.9943 1.2147 4.4416
Sb 3.0983 -0.8582 3.3157
Se 4.1259 -0.5209 0.9404
Se 3.5466 -3.0195 4.1629
Se 5.9081 -1.8639 1.0148
O 0.1124 -0.5583 -1.8263
P 0.9780 -1.5355 -2.5637
C -0.0780 -2.6025 -3.5661
C 0.4068 -3.7662 -4.1579
C -0.4347 -4.5562 -4.9235
C -1.7639 -4.1885 -5.0961
C -2.2511 -3.0342 -4.5018
C -1.4093 -2.2390 -3.7354
C 1.8905 -2.5999 -1.4455
C 1.3152 -2.8673 -0.2041
C 1.9770 -3.6683 0.7112
C 3.2055 -4.2238 0.3798
C 3.7690 -3.9833 -0.8654
C 3.1192 -3.1641 -1.7769
C 2.1715 -0.7887 -3.6740
C 3.2690 -0.1263 -3.1222
C 4.1734 0.5260 -3.9438
C 3.9762 0.5256 -5.3188
C 2.8837 -0.1245 -5.8735
C 1.9785 -0.7819 -5.0531
H 1.4404 -4.0583 -4.0126
H -0.0576 -5.4618 -5.3808
H -2.4216 -4.8091 -5.6914
H -3.2882 -2.7525 -4.6305
H -1.7733 -1.3387 -3.2562
H 0.3575 -2.4256 0.0453
H 1.5600 -3.8284 1.6963
H 3.7369 -4.8157 1.1128
H 4.7351 -4.4028 -1.1143
H 3.5851 -2.9376 -2.7286
H 3.4128 -0.1127 -2.0478
H 5.0093 1.0568 -3.5093
H 4.6775 1.0465 -5.9581
H 2.7304 -0.1157 -6.9451
H 1.1232 -1.2854 -5.4863
N 5.2829 3.7256 -2.6385
C 4.1259 3.7583 -2.5612
N 2.8122 3.8686 -2.5714
C 2.0629 3.0306 -1.9468
N 1.2599 2.3534 -1.4416

Atoms 1-3, force components in eV/Å:
Mn -0.8 -0.8 0.5
O 0.0 0.0 0.0
C 0.1 0.2 -0.2

Properties
Lowest unoccupied orbital energy (alpha / beta), eV: 1.721 / 0.697
Max |F|, Eh/bohr: 0.03428
Expectation value of S²: 3.80
Gap between HOMO and LUMO (alpha / beta), eV: 5.901 / 4.937
HOMO energy (alpha / beta), eV: -4.18 / -4.24
Spin multiplicity: 4
Total charge: -1